[1]
ORCA calculation (ωB97M-V with the def2-TZVPD basis set) on a structure of composition C35H40Ge2N4O2S2Zn.

charge: +1
⟨S²⟩: 0.755
highest occupied orbital energy (spin up / spin down): -10.36 / -10.53 eV
F_max: 1.8 eV Å⁻¹
spin multiplicity: 2
LUMO (spin up / spin down): -2.632 / -5.156 eV
Kohn-Sham gap (spin up / spin down): 7.73 / 5.37 eV

Last column: Löwdin charge in e.
Element x y z (Å)
Zn 1.04293 -0.54342 0.28328  0.378
C -3.54050 5.61985 -0.52687  -0.037
C -2.31840 4.76316 -0.46323  -0.252
C -2.41877 3.39419 -0.23059  -0.013
C -1.28763 2.59995 -0.20633  -0.058
C -0.04737 3.17842 -0.39695  -0.287
C 0.08409 4.53667 -0.62139  -0.038
C -1.05427 5.32209 -0.65409  -0.015
S 1.38073 2.11856 -0.34989  0.621
O 2.55283 2.78890 -0.85232  -0.282
O 1.51671 1.56118 0.99884  -0.400
N 1.06081 0.76911 -1.14902  -0.210
C 0.72043 0.51361 -2.43208  -0.273
C 0.52093 1.42421 -3.45375  0.000
C 0.13581 0.98290 -4.72389  -0.057
C -0.02748 -0.35067 -5.00566  -0.034
C 0.19775 -1.31587 -4.00621  -0.151
C 0.09807 -2.70793 -4.20836  0.014
C 0.31715 -3.56264 -3.15993  -0.033
C 0.61974 -3.03178 -1.89986  -0.126
N 0.73424 -1.74208 -1.67930  0.069
C 0.54877 -0.88289 -2.70200  -0.171
H -4.44492 5.02314 -0.44792  0.079
H -3.56288 6.16383 -1.46909  0.089
H -3.53994 6.35396 0.27676  0.091
H -3.38622 2.94348 -0.06324  0.107
H -1.36029 1.53431 -0.04048  0.090
H 1.07161 4.94723 -0.76101  0.117
H -0.96660 6.38450 -0.82580  0.123
H 0.66971 2.47599 -3.25673  0.115
H -0.03469 1.71651 -5.49911  0.113
H -0.33274 -0.68017 -5.98693  0.115
H -0.14770 -3.07993 -5.19240  0.125
H 0.24498 -4.63007 -3.28371  0.110
H 0.77607 -3.67906 -1.04797  0.108
C -1.62019 0.23893 5.30131  -0.224
Ge -0.33603 0.66927 3.82000  0.766
C 1.54587 0.33749 4.34660  -0.230
C -0.60580 2.57315 3.29094  -0.218
Ge -0.74665 -0.96564 1.91021  0.952
C -0.59614 -2.86736 2.48393  -0.341
C -0.26133 -3.14016 3.80718  -0.124
C -0.16274 -4.44233 4.26197  -0.069
C -0.36817 -5.49905 3.38940  -0.070
C -0.68149 -5.24293 2.06515  -0.076
C -0.79785 -3.93968 1.61715  -0.122
C -2.48557 -0.76346 0.95318  -0.354
C -2.81496 -1.48623 -0.19003  -0.116
C -4.03328 -1.30060 -0.81614  -0.071
C -4.93532 -0.37118 -0.32157  -0.069
C -4.61299 0.36474 0.80658  -0.086
C -3.39861 0.17130 1.43655  -0.139
H -1.42622 0.92596 6.12024  0.021
H -1.51537 -0.77372 5.67634  0.006
H -2.65016 0.37881 4.98667  0.012
H 1.82865 0.98406 5.17337  0.025
H 2.19533 0.55239 3.50179  0.000
H 1.69902 -0.69547 4.64860  0.011
H -0.48326 3.19742 4.17412  0.026
H -1.59348 2.76169 2.87976  0.008
H 0.14007 2.86472 2.55878  -0.006
H -0.09217 -2.31725 4.49056  0.066
H 0.07261 -4.63513 5.29675  0.109
H -0.28141 -6.51713 3.73846  0.109
H -0.84141 -6.06348 1.37982  0.107
H -1.05449 -3.75218 0.58370  0.073
H -2.10853 -2.19863 -0.59830  0.078
H -4.28293 -1.88358 -1.68991  0.108
H -5.88156 -0.22103 -0.81746  0.108
H -5.31467 1.08532 1.19972  0.110
H -3.14532 0.74195 2.32369  0.082
S 3.13676 -1.55032 0.90133  0.692
C 3.85902 -1.02971 -0.55800  -0.800
N 4.24606 -1.96932 -1.41426  0.029
C 4.80904 -1.69196 -2.72080  -0.152
C 4.37809 -0.29399 -3.15238  -0.136
C 4.73519 0.68087 -2.03562  -0.139
N 4.10111 0.24501 -0.80555  0.045
H 4.09931 -2.92585 -1.12789  0.129
H 4.45119 -2.44929 -3.42276  0.128
H 5.90221 -1.75772 -2.67408  0.129
H 3.29940 -0.27372 -3.32017  0.108
H 4.87394 -0.01688 -4.08043  0.126
H 4.38948 1.69096 -2.25383  0.120
H 5.82065 0.70020 -1.88751  0.134
H 3.72215 0.96151 -0.19990  0.101

Forces on the atoms, in the same order (eV/Å):
1.10 -0.96 -0.35
-0.04 0.08 -0.01
0.17 -0.11 -0.01
0.12 0.01 0.02
-0.04 -0.19 0.06
0.52 -0.30 -0.17
0.16 0.02 0.01
-0.04 -0.09 0.06
-0.11 -0.22 -0.46
-0.27 0.46 -0.12
-0.05 0.39 0.36
-0.15 0.84 1.09
-0.30 0.16 -1.08
0.22 -0.22 0.66
-0.12 -0.39 -0.38
0.01 0.33 -0.17
0.12 0.11 0.53
0.03 -0.01 0.17
-0.07 0.06 -0.25
0.06 0.10 0.10
-0.10 -0.20 0.54
-0.17 0.22 -0.65
-0.07 0.00 0.00
-0.08 0.07 -0.05
-0.02 0.07 0.06
-0.09 -0.05 -0.05
-0.13 -0.09 0.01
0.07 0.16 -0.06
0.03 0.11 -0.04
-0.03 0.10 -0.04
-0.01 0.02 -0.04
0.02 0.02 -0.13
-0.04 -0.07 -0.08
0.00 -0.14 -0.02
0.03 -0.10 0.10
0.34 0.02 -0.58
0.04 0.31 0.25
-0.47 0.04 -0.22
0.12 -0.60 0.04
-1.40 -0.68 0.88
0.15 0.66 -0.25
0.02 0.28 0.02
-0.01 -0.13 0.07
0.03 0.04 0.07
-0.04 -0.10 -0.15
-0.04 0.18 -0.10
0.69 0.11 0.20
0.25 -0.11 0.03
-0.10 -0.02 -0.09
0.06 -0.03 -0.03
-0.22 0.08 0.02
0.33 0.00 0.20
0.12 0.15 0.07
0.08 -0.14 -0.03
-0.09 0.03 -0.12
-0.06 0.10 0.09
0.04 0.03 -0.09
-0.02 -0.09 0.02
0.01 -0.05 0.16
-0.13 -0.07 -0.03
0.06 -0.04 -0.05
0.04 -0.05 0.10
0.05 -0.02 0.12
0.00 -0.07 0.04
-0.02 -0.05 -0.04
-0.05 -0.05 -0.08
-0.02 -0.04 -0.07
-0.01 -0.03 -0.10
-0.11 0.01 -0.03
-0.08 0.07 0.05
-0.10 0.10 0.00
-0.82 -0.03 0.68
0.30 0.02 0.15
-0.02 -0.07 -0.09
0.21 0.17 -0.46
0.14 -0.09 0.17
0.17 0.07 -0.44
0.00 -0.11 -0.17
-0.08 0.17 0.04
0.03 0.06 0.09
-0.11 -0.01 -0.07
-0.03 0.01 -0.04
0.03 0.01 0.01
0.01 -0.07 0.05
-0.08 0.10 -0.07
0.08 -0.25 0.14



[2]
ORCA calculation (ωB97M-V with the def2-TZVPD basis set) on a cluster of 2 separate species, C2H9NO2Si in total.

charge: 0
highest occupied orbital energy (spin up / spin down): -7.17 / -7.16 eV
F_max: 5.0 eV Å⁻¹
spin multiplicity: 1
LUMO (spin up / spin down): 0.221 / 0.221 eV
energy relative to the best compared isomer or geometry (same formula, charge and spin): 103.1 kcal per mole
Kohn-Sham gap (spin up / spin down): 7.39 / 7.39 eV

Last column: natural (NBO) charge in e.
Element x y z (Å)
C 0.99905 -1.48868 0.47177  -0.432
C 1.01187 -0.03823 -1.54817  -0.419
N 0.79744 -0.21714 -0.15154  -0.658
O -1.84076 0.20204 1.96494  -1.075
O -1.37565 2.52037 0.31142  -1.108
Si -1.66480 0.94936 0.49388  1.872
H 1.98270 -1.35741 0.91902  0.186
H 0.42681 -1.71789 1.34814  0.175
H 0.97115 -2.30909 -0.22115  0.170
H 0.64523 -0.85079 -2.22942  0.155
H 0.49491 0.82770 -1.89060  0.195
H 2.19197 0.12372 -1.62864  0.163
H -1.19294 -0.48942 1.88584  0.501
H -0.67797 3.08819 0.59056  0.528
H -2.76900 0.75730 -0.31607  -0.254

Forces on the atoms, in the same order (eV/Å):
1.29 0.92 -0.49
2.24 -1.12 0.02
-4.14 2.33 1.49
-0.20 1.21 -1.00
-0.83 -0.23 -0.14
3.51 -1.12 0.62
0.71 -0.81 -0.03
-1.01 0.06 0.35
-0.01 -0.77 -0.28
0.58 0.13 0.45
0.00 0.96 -0.20
-2.18 -0.38 -0.63
0.68 -0.94 0.57
0.81 0.21 0.43
-1.45 -0.44 -1.16



[3]
ORCA calculation (ωB97M-V with the def2-TZVPD basis set) on a cluster of 2 separate species, C3H5Cl2N2 in total.

charge: +1
highest occupied orbital energy: -14.38 eV
F_max: 4.0 eV Å⁻¹
spin multiplicity: 1
LUMO: -3.479 eV
energy relative to the best compared isomer or geometry (same formula, charge and spin): 44.8 kcal per mole
Kohn-Sham gap: 10.90 eV

Last column: natural (NBO) charge in e.
Element x y z (Å)
C 1.49524 0.82407 -0.46805  0.307
C 2.62426 0.03836 -0.17471  -0.036
C 1.77572 -0.45192 -1.08026  0.256
N 1.42173 -1.32211 -2.00153  -0.730
N 0.59973 1.76499 -0.49722  -0.715
Cl 3.85577 -0.13455 0.95903  0.185
Cl -2.67614 0.35982 1.42483  -0.272
H 0.75477 -0.96816 -2.64937  0.419
H 1.71964 -2.25013 -2.07863  0.437
H -0.09649 1.81774 -1.24989  0.441
H -3.13279 -0.73722 1.81169  0.273
H 0.93493 2.62527 -0.05263  0.436

Forces on the atoms, in the same order (eV/Å):
1.00 -3.41 -1.79
-0.44 1.53 2.10
-0.21 0.44 -0.46
-0.66 1.79 0.41
0.69 1.51 0.39
-0.16 -0.06 -0.56
0.44 0.94 -0.36
-0.57 -0.34 -0.50
0.76 -1.28 0.01
0.49 -0.04 0.67
-0.40 -0.94 0.33
-0.93 -0.14 -0.23



[4]
ORCA calculation (ωB97M-V with the def2-TZVPD basis set) on the molecule C6H10O2S2.

charge: 0
highest occupied orbital energy: -8.99 eV
F_max: 6.7 eV Å⁻¹
structure (SMILES): CC1(C)SSC(=O)[C@]1(C)O
spin multiplicity: 1
LUMO: 0.259 eV
energy relative to the best compared isomer or geometry (same formula, charge and spin): 61.6 kcal per mole
Kohn-Sham gap: 9.24 eV

Last column: natural (NBO) charge in e.
Element x y z (Å)
C 0.05444 0.31972 1.95905  -0.643
C 0.63293 0.37593 0.49646  -0.173
C 1.92705 -0.35430 0.42585  -0.644
S 0.64867 2.04343 -0.04534  0.147
S -1.39184 2.23053 -0.16648  0.294
C -1.67365 0.71913 -0.61097  0.241
O -2.70518 0.14283 -1.03710  -0.593
C -0.44358 -0.16979 -0.53856  0.174
C -0.21047 -0.27517 -2.01028  -0.708
O -0.59137 -1.49365 0.04231  -0.766
H -0.84385 0.91997 1.82461  0.211
H 0.56580 0.95603 2.79144  0.232
H -0.04949 -0.80291 2.15332  0.249
H 2.46796 -0.47217 -0.49774  0.233
H 2.50302 0.09283 1.28961  0.223
H 1.64007 -1.39535 0.62823  0.247
H 0.30888 0.70209 -2.25969  0.248
H -1.34549 -0.30616 -2.45054  0.264
H 0.11770 -1.37276 -2.04147  0.261
H -1.61159 -1.86025 0.04729  0.503

Forces on the atoms, in the same order (eV/Å):
0.54 -0.07 -0.12
-1.56 0.01 -0.54
0.56 -0.35 1.58
1.42 2.25 -0.20
-0.23 4.41 0.69
-2.77 -6.10 -0.74
1.00 2.13 1.49
-0.04 -1.64 2.70
-1.53 -1.03 -0.76
-4.62 -1.19 -0.55
-0.74 -0.94 0.68
-0.01 -1.53 -1.73
-0.30 1.96 0.39
0.21 0.88 -0.48
0.12 -0.93 -1.18
0.28 0.22 0.54
0.04 -1.81 -0.78
3.23 0.04 0.53
0.78 1.93 -1.13
3.63 1.76 -0.40